[1]
Molecular formula: C5H20O7
Method: DFT, ωB97M-V with the def2-TZVPD basis set

## Properties
HOMO-LUMO gap	9.427	eV
LUMO	0.0063	hartree
SMILES string	C=C/C=C/CO.O.O.O.O.O.O
relative energy (zero: lowest compared OMol25 entry of this formula, charge and spin)	414.51	kJ/mol
E_HOMO	-9.26	eV
DFT total energy	-19838.2609	eV

```
! RIJCOSX wB97M-V def2-TZVPD def2/J DEFGRID3
* xyz 0 1
C 1.673 -0.221 2.000
C 1.028 -1.174 2.691
C -0.320 -1.643 2.407
C -1.232 -0.703 2.258
C -2.559 -1.242 1.941
O -2.588 -1.626 0.516
H 1.266 0.551 1.235
H 2.810 -0.086 2.139
H 1.532 -1.621 3.499
H -0.475 -2.724 2.600
H -1.236 0.380 2.255
H -3.338 -0.450 1.862
H -2.889 -2.183 2.529
H -1.731 -1.494 0.135
O -1.537 2.815 -2.053
H -2.476 2.517 -2.228
H -1.395 2.720 -1.167
O 1.341 -1.975 -1.106
H 1.170 -2.683 -1.794
H 1.430 -1.187 -1.631
O 0.440 -0.278 -3.194
H 0.092 0.596 -2.948
H 0.440 -0.493 -4.052
O 3.401 -0.222 -1.797
H 3.480 -1.062 -1.417
H 2.542 -0.425 -2.285
O 1.771 3.756 -0.904
H 0.844 3.841 -1.209
H 2.113 2.905 -1.062
O -1.972 1.463 0.048
H -1.334 1.347 0.840
H -2.291 0.599 -0.107
*
```

These are the natural (NBO) partial charges, in e, on atoms 1 to 2: C -0.36; C -0.24

***

[2]
Molecular formula: C4H4BrClN2
Method: DFT, ωB97M-V with the def2-TZVPD basis set

## Properties
HOMO-LUMO gap	9.656	eV
LUMO	0.0195	hartree
SMILES string	C=C/N=C(/Cl)Br.C#N
relative energy (zero: lowest compared OMol25 entry of this formula, charge and spin)	128.97	kJ/mol
E_HOMO	-9.13	eV
DFT total energy	-89755.8229	eV

```
! RIJCOSX wB97M-V def2-TZVPD def2/J DEFGRID3
* xyz 0 1
C -1.557 -0.613 1.103
C -1.083 0.602 1.344
N -0.054 1.204 0.658
C 1.058 0.751 0.369
Cl 2.175 1.640 -0.542
Br 1.788 -0.955 1.005
H -1.138 -1.257 0.350
H -2.419 -0.977 1.635
H -1.545 1.274 2.055
C 0.946 -0.560 -2.676
N 0.228 -0.602 -1.794
H 1.602 -0.508 -3.507
*
```

These are the natural (NBO) partial charges, in e, on atoms 1 to 2: C -0.40; C -0.05

***

[3]
Molecular formula: C5H11NO
Method: DFT, ωB97M-V with the def2-TZVPD basis set

## Properties
HOMO-LUMO gap	9.924	eV
LUMO	0.0349	hartree
SMILES string	OC[C@@H]1CCCN1
relative energy (zero: lowest compared OMol25 entry of this formula, charge and spin)	274.06	kJ/mol
E_HOMO	-8.97	eV
DFT total energy	-8898.8569	eV

```
! RIJCOSX wB97M-V def2-TZVPD def2/J DEFGRID3
* xyz 0 1
O -2.537 0.117 1.580
C -1.204 0.554 1.612
C -0.308 -0.120 0.482
C 1.272 -0.141 0.371
C 1.481 -0.670 -1.044
C 0.457 0.246 -1.687
N -0.711 0.542 -0.711
H -2.487 -0.617 0.929
H -0.762 0.156 2.582
H -1.120 1.671 1.557
H -0.693 -1.232 0.622
H 1.722 -0.668 1.231
H 1.520 0.912 0.581
H 2.451 -0.461 -1.439
H 1.171 -1.753 -1.323
H 1.020 1.273 -1.616
H 0.278 0.096 -2.800
H -1.548 0.094 -0.927
*
```

These are the natural (NBO) partial charges, in e, on atoms 1 to 2: O -0.70; C -0.06

***

[4]
Molecular formula: C4H7NOSi
Method: DFT, ωB97M-V with the def2-TZVPD basis set

## Properties
HOMO-LUMO gap	8.646	eV
LUMO	0.0027	hartree
SMILES string	[H]/N=[SiH]/O/C=C\C=C
relative energy (zero: lowest compared OMol25 entry of this formula, charge and spin)	331.51	kJ/mol
E_HOMO	-8.57	eV
DFT total energy	-15674.1108	eV

```
! RIJCOSX wB97M-V def2-TZVPD def2/J DEFGRID3
* xyz 0 1
H 2.098 3.954 -0.078
N 1.562 3.107 -0.031
Si 1.982 1.592 -0.254
O 0.815 0.521 -0.239
C -0.543 0.632 -0.390
C -1.487 -0.233 0.114
C -1.483 -1.661 0.366
C -0.423 -2.496 0.390
H 3.052 0.634 -0.827
H -0.853 1.693 -0.552
H -2.521 0.026 -0.110
H -2.559 -1.881 0.654
H -0.333 -3.611 0.775
H 0.694 -2.278 0.182
*
```

These are the natural (NBO) partial charges, in e, on atoms 1 to 2: H 0.39; N -1.39